{"formula": "C17H23AsAuBF4N2O4", "method": "ωB97M-V/def2-TZVPD", "de_lowest_kj_mol": 3.4, "s_squared": 2.0065, "lumo_energy_ev": [0.59, -2.01], "molar_mass_da": 678.1, "total_charge": 0, "e_tot_ev": -105254.4293, "spin_multiplicity": 3, "homo_lumo_gap_ev": [7.8, 7.5], "species": ["Au", "O", "C", "O", "C", "O", "O", "N", "C", "N", "C", "C", "C", "C", "C", "H", "H", "H", "H", "H", "H", "H", "H", "H", "H", "C", "As", "C", "C", "C", "C", "C", "C", "C", "C", "H", "H", "H", "H", "H", "H", "H", "H", "H", "H", "H", "H", "H", "F", "B", "F", "F", "F"], "coordinates": [[0.11845, 0.17655, 0.19983], [0.09916, -0.79951, 4.28064], [-0.14275, -0.57057, 3.14396], [-0.26736, 0.42369, 2.38991], [-0.85730, -2.50243, 2.03372], [-0.64826, -3.31956, 2.84496], [-1.20582, -2.07943, 0.97786], [2.06439, -0.63126, 0.36771], [3.16935, -0.39465, 0.10928], [4.40553, -0.13311, -0.17338], [5.39103, 0.05766, 0.90281], [6.32152, -1.14354, 0.97052], [6.94722, -1.42114, -0.39537], [5.87362, -1.60885, -1.46576], [4.94068, -0.40959, -1.51987], [4.85381, 0.22320, 1.83463], [5.94835, 0.96783, 0.66554], [5.75116, -2.01596, 1.30266], [7.09089, -0.95747, 1.72176], [7.58611, -2.30322, -0.34267], [7.59356, -0.58187, -0.67481], [5.28843, -2.50846, -1.25316], [6.32689, -1.74771, -2.44876], [4.09866, -0.54421, -2.19440], [5.47463, 0.49036, -1.83445], [-1.92598, 3.08999, 0.35683], [-1.98757, 1.24873, -0.18878], [-2.55895, 1.26900, -2.02226], [-3.40125, 0.42470, 0.86451], [-4.74486, 1.01768, 0.56636], [-5.20279, 2.12763, 1.27180], [-6.42716, 2.70417, 0.96661], [-7.21044, 2.17665, -0.04973], [-6.76683, 1.06540, -0.75288], [-5.54249, 0.49109, -0.44669], [-2.90906, 3.53811, 0.21652], [-1.18140, 3.59136, -0.25732], [-1.63754, 3.13621, 1.40542], [-3.55284, 1.71296, -2.06642], [-2.57591, 0.25413, -2.41284], [-1.84003, 1.85684, -2.58791], [-3.10059, 0.57488, 1.90222], [-3.35286, -0.64407, 0.66050], [-4.60009, 2.53532, 2.07548], [-6.77168, 3.56239, 1.52854], [-8.16548, 2.62537, -0.28861], [-7.37777, 0.64108, -1.53888], [-5.20357, -0.38076, -0.99480], [0.36414, 0.19170, -2.14844], [1.04354, 1.44698, -2.45865], [2.38768, 1.28776, -2.11860], [0.85070, 1.73014, -3.78654], [0.44661, 2.41867, -1.62752]], "forces_ev_per_a": [[-0.03, 0.08, 0.07], [0.05, 0.14, 0.15], [-0.15, -0.51, -0.17], [0.06, 0.45, -0.06], [0.01, -0.54, -0.36], [-0.01, 0.24, 0.11], [-0.03, 0.09, 0.36], [0.04, -0.13, 0.03], [-0.07, 0.15, -0.06], [0.06, -0.11, 0.04], [-0.03, 0.05, -0.07], [0.00, -0.02, 0.03], [0.02, 0.02, 0.00], [-0.01, -0.04, -0.04], [-0.05, 0.07, 0.05], [0.01, -0.02, 0.01], [0.01, -0.01, 0.01], [0.00, 0.00, 0.00], [0.01, 0.01, -0.01], [-0.01, -0.01, 0.00], [-0.01, 0.00, 0.00], [0.00, 0.00, 0.01], [0.01, 0.00, 0.00], [0.02, 0.00, 0.00], [0.00, 0.00, -0.02], [-0.08, 0.02, 0.01], [0.11, 0.01, 0.04], [-0.06, 0.00, 0.02], [-0.01, 0.00, 0.04], [0.02, 0.00, 0.01], [-0.02, 0.01, 0.00], [0.01, -0.02, 0.00], [-0.01, 0.01, 0.00], [0.00, 0.00, 0.01], [-0.01, 0.00, 0.00], [0.02, 0.03, 0.00], [-0.01, -0.01, 0.01], [0.01, 0.00, 0.00], [0.01, 0.00, -0.06], [-0.01, -0.01, 0.01], [-0.01, 0.01, 0.00], [-0.01, -0.01, 0.00], [-0.02, 0.00, -0.03], [0.00, 0.00, 0.00], [0.00, 0.01, 0.00], [0.00, 0.00, 0.00], [0.00, 0.00, 0.00], [0.00, 0.00, 0.00], [0.05, -0.12, 0.00], [0.11, 0.07, -0.10], [-0.02, 0.00, -0.03], [0.01, 0.00, 0.02], [0.01, 0.09, -0.03]]}

---

{"formula": "C17H23BaCl5NO2P2", "method": "ωB97M-V/def2-TZVPD", "de_lowest_kj_mol": 0.0, "lumo_energy_ev": -3.24, "molar_mass_da": 649.9, "total_charge": 1, "e_tot_ev": -105467.3276, "homo_lumo_gap_ev": 7.0, "species": ["Ba", "P", "C", "C", "N", "C", "C", "C", "C", "C", "P", "H", "H", "H", "H", "H", "H", "H", "H", "O", "H", "H", "O", "H", "C", "H", "H", "H", "C", "H", "H", "H", "C", "H", "H", "H", "C", "H", "H", "H", "Cl", "C", "C", "C", "Cl", "C", "Cl", "C", "Cl", "C", "Cl"], "coordinates": [[0.54530, 1.50549, -0.01044], [2.38062, -1.13811, 0.36600], [2.50413, -1.41160, -1.45728], [1.16951, -1.69608, -2.14135], [0.05052, -1.07507, -1.70270], [-1.13213, -1.42596, -2.25346], [-1.21320, -2.29647, -3.34194], [-0.05307, -2.87388, -3.84051], [1.16019, -2.56843, -3.23307], [-2.44630, -0.91438, -1.67914], [-2.31755, 0.61715, -0.69828], [2.10450, -2.99152, -3.57070], [-2.19027, -2.50383, -3.77477], [-0.08890, -3.54539, -4.68866], [-3.16410, -0.74469, -2.49595], [-2.87726, -1.68409, -1.01265], [2.96725, -0.50081, -1.90386], [3.19314, -2.26223, -1.59605], [1.27290, 3.84165, -2.15719], [1.54435, 2.91504, -1.99065], [2.20866, 2.71532, -2.67319], [-0.95002, 4.48980, 0.28872], [-0.47902, 4.05861, -0.46291], [-0.56319, 4.68594, -1.21465], [-2.49531, 1.86327, -2.04774], [-3.50269, 1.78940, -2.48271], [-2.34948, 2.87439, -1.64059], [-1.73810, 1.72786, -2.83651], [-3.94696, 0.63838, 0.11747], [-3.98127, 1.53156, 0.75489], [-4.77774, 0.65124, -0.60265], [-4.01491, -0.24225, 0.77139], [2.32143, -2.86518, 0.97186], [3.24877, -3.39598, 0.71329], [2.19948, -2.83415, 2.06185], [1.44885, -3.38560, 0.55902], [4.12794, -0.70168, 0.69977], [4.19545, -0.43355, 1.76253], [4.79184, -1.55168, 0.48174], [4.41503, 0.18198, 0.11060], [-0.81892, -1.71991, 2.30179], [-0.52513, -0.33542, 3.31819], [-0.05570, 0.81236, 2.73399], [0.19316, 1.94482, 3.45689], [0.79267, 3.38411, 2.61510], [-0.02769, 1.98023, 4.85545], [0.30616, 3.42258, 5.71489], [-0.51617, 0.80857, 5.49062], [-0.79425, 0.82125, 7.17349], [-0.76824, -0.36770, 4.71998], [-1.35427, -1.79537, 5.47010]], "forces_ev_per_a": [[-0.03, -0.86, 1.16], [0.06, 0.02, -0.04], [-0.08, 0.16, -0.23], [0.08, 0.05, -0.35], [-0.04, -0.38, 0.05], [0.07, -0.03, -0.26], [0.14, -0.01, 0.10], [0.08, 0.28, 0.09], [-0.18, 0.03, 0.37], [0.20, -0.21, -0.07], [-0.28, 0.06, -0.10], [-0.30, -0.01, 0.03], [0.26, -0.07, 0.08], [-0.02, 0.01, 0.01], [0.13, -0.20, 0.20], [0.23, 0.19, -0.27], [-0.15, -0.55, 0.20], [-0.19, 0.39, -0.32], [0.40, -0.76, 0.14], [0.41, 0.88, -1.03], [-0.28, 0.15, 0.24], [0.54, -0.34, -0.67], [-0.60, 1.15, 0.00], [-0.14, -0.50, 0.82], [-0.23, 0.28, -0.01], [0.33, 0.10, -0.07], [-0.20, -0.30, -0.11], [-0.23, -0.14, 0.21], [0.00, 0.20, 0.12], [-0.19, -0.22, -0.14], [0.20, -0.04, 0.24], [-0.03, 0.25, -0.17], [-0.12, 0.10, 0.20], [-0.28, 0.08, 0.04], [0.06, -0.11, -0.23], [0.20, 0.11, 0.06], [0.01, -0.04, 0.17], [0.17, -0.12, -0.24], [-0.03, 0.39, 0.05], [0.02, -0.29, 0.15], [-0.17, -0.29, 0.06], [0.01, 1.02, 1.84], [0.38, 0.53, -1.81], [-0.75, -1.41, 1.71], [0.08, 0.27, -0.01], [0.00, -0.49, -0.87], [-0.06, 0.07, 0.42], [0.24, -0.02, -1.38], [-0.05, -0.05, 0.22], [0.35, 0.67, -0.75], [-0.02, 0.01, 0.14]]}

---

{"formula": "C17H23Cl3O4SW", "method": "ωB97M-V/def2-TZVPD", "lumo_energy_ev": -3.02, "molar_mass_da": 613.6, "total_charge": 0, "e_tot_ev": -76420.8745, "homo_lumo_gap_ev": 5.0, "species": ["C", "C", "C", "C", "C", "C", "C", "C", "C", "C", "W", "Cl", "Cl", "Cl", "H", "H", "H", "H", "H", "H", "H", "H", "H", "H", "H", "H", "H", "H", "H", "O", "H", "C", "C", "C", "C", "C", "C", "C", "S", "O", "O", "O", "H", "H", "H", "H", "H", "H", "H"], "coordinates": [[1.39558, -2.80098, -1.36241], [2.33062, -2.04651, -2.17402], [1.57888, -1.26250, -3.09595], [3.79624, -2.17042, -2.15542], [0.17787, -1.48145, -2.83496], [0.06501, -2.46579, -1.80166], [-1.22278, -3.06607, -1.35062], [1.70964, -3.85590, -0.36674], [2.11646, -0.44052, -4.20558], [-0.98539, -0.86819, -3.52994], [1.05169, -0.63901, -0.84613], [4.58882, 0.73137, -1.48850], [2.68972, -0.97691, 0.79005], [0.94368, 1.36332, -2.04485], [4.16563, -2.72494, -1.29193], [4.25126, -1.14220, -2.05792], [4.16533, -2.56858, -3.10402], [3.03098, 0.07902, -3.91390], [1.40467, 0.31711, -4.53852], [2.35106, -1.06386, -5.07537], [-0.84528, 0.20300, -3.70745], [-1.90024, -0.97165, -2.93817], [-1.14765, -1.35860, -4.49684], [-2.04179, -2.35235, -1.47078], [-1.19064, -3.36394, -0.29872], [-1.46214, -3.94847, -1.95784], [2.58961, -3.61455, 0.23455], [1.89560, -4.80465, -0.88525], [0.87008, -3.99709, 0.31967], [-0.45733, -1.02229, 0.27541], [-1.07268, -0.21275, 0.34768], [-3.05971, 3.59086, 6.05709], [-2.45346, 3.27951, 4.72244], [-1.78318, 4.25140, 3.95980], [-1.27244, 3.94083, 2.69716], [-1.45150, 2.66239, 2.16630], [-2.08279, 1.67423, 2.92271], [-2.58997, 1.99214, 4.18177], [-0.77974, 2.17831, 0.56798], [-0.76507, 3.37352, -0.24262], [0.53853, 1.60262, 0.90082], [-1.80982, 1.17265, 0.19180], [-2.31508, 3.91780, 6.78812], [-3.80418, 4.38664, 5.98208], [-3.55614, 2.69876, 6.43543], [-1.65796, 5.26403, 4.34192], [-0.72164, 4.66842, 2.09961], [-2.16466, 0.66797, 2.51733], [-3.11368, 1.20428, 4.73638]], "forces_ev_per_a": [[-0.60, 0.05, -0.74], [-0.13, -0.92, -0.32], [-0.37, -0.33, -0.07], [0.53, 0.56, 0.20], [0.29, -0.52, 0.20], [0.39, -0.48, -0.42], [-0.14, -0.02, 0.25], [0.16, -0.27, 0.42], [0.25, 0.50, -0.23], [-0.31, 0.41, -0.15], [-0.52, 3.50, 3.79], [-0.54, 0.34, -0.04], [-1.28, 0.25, -1.39], [0.03, -1.46, 0.95], [-0.12, -0.22, -0.25], [-0.22, -0.49, -0.06], [-0.15, -0.24, 0.09], [0.06, -0.06, 0.16], [-0.01, -0.17, 0.10], [-0.06, -0.19, 0.20], [0.08, -0.27, -0.05], [0.20, 0.00, -0.15], [0.07, 0.01, 0.13], [0.14, -0.15, 0.12], [0.02, 0.07, -0.24], [0.19, 0.13, 0.04], [-0.12, -0.03, -0.21], [-0.05, 0.16, 0.03], [0.13, -0.01, -0.10], [2.08, 0.11, -2.18], [-0.36, 0.85, 0.15], [-0.03, 0.07, 0.12], [0.11, -0.10, -0.71], [0.01, -0.34, -0.16], [-0.01, -0.21, -0.16], [0.40, -0.14, 0.42], [0.07, 0.41, 0.11], [0.06, -0.10, -0.13], [-1.44, 1.86, 1.97], [0.22, -0.74, -0.13], [0.04, -1.22, -1.09], [1.11, -0.90, -0.84], [-0.01, -0.07, -0.08], [0.02, -0.03, -0.04], [-0.02, 0.07, 0.17], [-0.04, -0.23, 0.01], [-0.26, -0.06, 0.22], [-0.13, 0.24, 0.17], [0.22, 0.41, -0.07]]}